(1)
A molecular structure, C48H60BF4N3O5V at a distorted geometry. Source: the OMol25 dataset; level of theory: wB97M-V/def2-TZVPD.

Properties
Spin multiplicity: 4
HOMO energy (alpha / beta), eV: -1.591 / -2.295
LUMO level (alpha / beta), eV: 3.8 / 3.8
Energy, hartree: -3774.2451
Total charge: -2
Orbital gap (alpha / beta), eV: 5.4315 / 6.1355
Energy above the lowest of the compared OMol25 structures with the same formula, charge and spin, kJ/mol: 88.6

Cartesian coordinates (Å):
V (2.49734, 0.06099, 1.44047)
C (4.18557, -2.68010, 0.75947)
O (3.14104, -1.85512, 0.35599)
C (2.08279, -2.32605, -0.43360)
C (1.97999, -1.82092, -1.71730)
C (2.99158, -0.90160, -2.32555)
C (2.49482, 0.52111, -2.65979)
C (2.20020, 0.94654, -3.96012)
C (1.75696, 2.24668, -4.19677)
C (1.54220, 3.10042, -3.11205)
C (1.71820, 2.70365, -1.80860)
C (1.32027, 3.60866, -0.64908)
C (0.19715, 3.09654, 0.20803)
C (-0.12457, 3.87333, 1.28763)
C (-1.09861, 3.52078, 2.18325)
C (-1.76869, 2.35575, 1.98254)
C (-1.51784, 1.53101, 0.90292)
C (-2.18384, 0.18452, 0.71858)
C (-1.81250, -0.95704, 1.65698)
C (-2.82938, -1.79875, 2.13605)
C (-2.59393, -3.11467, 2.54459)
C (-1.24512, -3.55234, 2.43194)
C (-0.19793, -2.72682, 2.04368)
C (1.11204, -3.36784, 1.68307)
C (1.18308, -3.20532, 0.16687)
C (0.13846, -3.66659, -0.63559)
C (-0.10460, -3.07475, -1.87652)
C (0.82360, -2.17477, -2.44857)
C (-1.38593, -3.48307, -2.61264)
C (-2.61526, -2.76080, -1.94005)
C (-1.27066, -3.07136, -4.09303)
C (-1.54289, -5.03827, -2.54040)
C (-0.44623, -1.34966, 1.69482)
O (0.52476, -0.62515, 1.29310)
C (-3.71205, -4.05973, 3.10422)
C (-4.58578, -4.52678, 1.95468)
C (-4.58710, -3.40019, 4.17788)
C (-3.06714, -5.27005, 3.78424)
C (-0.59511, 1.95752, -0.07591)
O (-0.37816, 1.26339, -1.21095)
C (-1.23804, 1.43026, -2.28963)
C (-1.47586, 4.51120, 3.27200)
C (-0.92900, 5.92208, 3.03463)
C (-0.86656, 4.05544, 4.59663)
C (-3.01942, 4.47809, 3.35761)
C (2.23992, 1.41491, -1.55431)
O (2.44967, 1.03989, -0.31429)
C (1.51603, 2.57861, -5.72167)
C (2.86882, 2.32841, -6.41893)
C (0.38751, 1.73076, -6.25248)
C (1.21818, 4.05679, -5.95990)
H (3.87717, -3.67147, 0.77359)
H (4.61822, -2.31290, 1.73624)
H (4.95439, -2.58458, -0.05523)
H (3.47458, -1.33040, -3.24055)
H (3.76412, -0.79066, -1.56681)
H (2.20551, 0.22748, -4.77829)
H (1.18249, 4.08157, -3.31816)
H (1.04687, 4.56588, -1.01787)
H (2.20396, 3.66986, -0.02068)
H (0.48553, 4.76311, 1.39632)
H (-2.51332, 2.05401, 2.71099)
H (-1.98145, -0.23213, -0.28626)
H (-3.29483, 0.32435, 0.77214)
H (-3.87281, -1.42594, 2.04096)
H (-1.07138, -4.62979, 2.62585)
H (1.05306, -4.41291, 1.94834)
H (1.99269, -2.94478, 2.20432)
H (-0.55214, -4.34491, -0.15526)
H (0.89318, -1.81191, -3.47423)
H (-2.47888, -1.67504, -1.96160)
H (-2.80023, -3.05226, -0.89779)
H (-3.55607, -2.97894, -2.45742)
H (-1.28460, -1.99116, -4.19980)
H (-2.08657, -3.52909, -4.60870)
H (-0.30031, -3.45108, -4.46353)
H (-1.73505, -5.40535, -1.54205)
H (-0.58993, -5.49743, -2.88568)
H (-2.38760, -5.37072, -3.13431)
H (-5.19459, -3.66858, 1.62958)
H (-5.27983, -5.30397, 2.35721)
H (-3.98833, -4.93363, 1.16875)
H (-4.78407, -2.32667, 3.98754)
H (-4.13173, -3.53032, 5.15221)
H (-5.57440, -3.93367, 4.23814)
H (-2.71379, -5.92804, 3.00354)
H (-3.82792, -5.80849, 4.33789)
H (-2.19288, -4.93071, 4.35882)
H (-0.92035, 0.84375, -3.15071)
H (-1.31696, 2.48598, -2.71382)
H (-2.29193, 1.12444, -2.13500)
H (0.14590, 6.02090, 3.21846)
H (-1.43461, 6.70517, 3.60089)
H (-1.03207, 6.24848, 1.97773)
H (0.21491, 3.96237, 4.52319)
H (-1.21015, 3.03979, 4.82044)
H (-1.02735, 4.70744, 5.43746)
H (-3.50838, 4.72793, 2.44485)
H (-3.41579, 5.18270, 4.05102)
H (-3.35827, 3.51456, 3.70874)
H (3.35296, 1.38252, -6.15798)
H (3.63661, 3.07480, -6.23730)
H (2.81572, 2.40277, -7.52450)
H (0.56140, 0.68675, -6.22721)
H (0.16843, 2.09099, -7.23193)
H (-0.53344, 1.97162, -5.62278)
H (2.04008, 4.63243, -5.53753)
H (0.32140, 4.45430, -5.56253)
H (1.14516, 4.17592, -7.03126)
O (4.70882, 0.43762, 2.06772)
H (4.68927, 1.33166, 1.70475)
H (4.64811, 0.51430, 3.05037)
F (4.36798, 0.01894, 4.61700)
B (3.63725, -1.19691, 4.58605)
F (2.68068, -1.07364, 3.48818)
F (2.90377, -1.26464, 5.77381)
F (4.50937, -2.24434, 4.40013)
N (2.32548, 1.91895, 2.45685)
C (2.39544, 3.03453, 2.68074)
N (2.40682, 4.30684, 3.02287)
C (3.34012, 5.18546, 2.73446)
N (4.09661, 6.00727, 2.42442)

***

(2)
A molecular structure, C48H60MoN3P2SSi at a distorted geometry. Source: the OMol25 dataset; level of theory: wB97M-V/def2-TZVPD.

Properties
Spin multiplicity: 3
HOMO energy (alpha / beta), eV: -9.409 / -10.255
LUMO level (alpha / beta), eV: -3.2 / -2.9
Energy, hartree: -3467.7109
Total charge: +1
Orbital gap (alpha / beta), eV: 6.1939 / 7.3113
Energy above the lowest of the compared OMol25 structures with the same formula, charge and spin, kJ/mol: 81.6

Cartesian coordinates (Å):
Mo (0.33765, 0.15428, -0.18376)
C (-2.31684, -2.46751, 2.52572)
N (-1.32289, -1.56044, 1.96938)
P (-1.61526, 0.10929, 1.70558)
C (-2.45012, 0.56899, 3.27946)
C (-3.74178, 0.11319, 3.53858)
C (-4.38496, 0.46392, 4.70724)
C (-3.75058, 1.27570, 5.63566)
C (-2.46980, 1.73847, 5.38222)
C (-1.82578, 1.39416, 4.20716)
C (-3.05549, 0.23797, 0.58967)
C (-4.00229, 1.24946, 0.72894)
C (-4.95933, 1.44506, -0.24968)
C (-4.94971, 0.66930, -1.39762)
C (-4.01939, -0.34811, -1.53841)
C (-3.08745, -0.57123, -0.54253)
P (0.15104, -1.99365, 1.19669)
C (1.44505, -1.48919, 2.39264)
C (1.23625, -0.45580, 3.29441)
C (2.26185, -0.02164, 4.11235)
C (3.51235, -0.61154, 4.02639)
C (3.71861, -1.66812, 3.15223)
C (2.69657, -2.10175, 2.33171)
C (0.22572, -3.79401, 1.56599)
C (0.17103, -4.79076, 0.60197)
C (0.33498, -6.11935, 0.96785)
C (0.54263, -6.45728, 2.29362)
C (0.55477, -5.47006, 3.26643)
C (0.39612, -4.14597, 2.90722)
H (-2.44276, -2.29346, 3.59724)
H (-2.00051, -3.49920, 2.38088)
H (-3.28006, -2.32980, 2.03015)
H (-4.25708, -0.49445, 2.80872)
H (-5.38766, 0.10613, 4.88671)
H (-4.25840, 1.55530, 6.54407)
H (-1.97234, 2.37320, 6.09938)
H (-0.83866, 1.78929, 4.00202)
H (-3.99848, 1.87761, 1.60590)
H (-5.71253, 2.20445, -0.11511)
H (-5.66320, 0.85585, -2.18603)
H (-4.01427, -0.96462, -2.42466)
H (-2.37643, -1.38859, -0.63303)
H (0.25370, -0.00150, 3.36148)
H (2.08627, 0.78394, 4.80889)
H (4.32502, -0.25007, 4.63703)
H (4.67854, -2.15918, 3.11495)
H (2.85723, -2.92182, 1.64590)
H (0.01109, -4.54290, -0.43551)
H (0.30912, -6.89028, 0.21319)
H (0.69729, -7.48803, 2.57298)
H (0.69950, -5.72657, 4.30517)
H (0.40872, -3.37654, 3.66716)
S (2.19649, 1.77223, 0.93214)
C (1.69496, 3.38007, 0.70386)
N (1.55619, 3.87148, -0.56788)
C (1.15822, 5.14069, -0.81761)
C (0.91349, 6.00706, 0.20129)
C (1.09089, 5.56222, 1.53100)
C (1.47026, 4.26597, 1.76567)
H (1.75609, 3.24002, -1.33899)
H (1.05396, 5.40961, -1.85670)
H (0.59843, 7.01628, 0.00182)
H (0.92606, 6.23816, 2.35414)
H (1.61234, 3.90141, 2.76965)
C (0.82801, 2.00694, -3.55092)
C (1.93471, 0.94848, -3.49521)
C (3.16072, 1.60483, -2.85216)
C (2.30068, 0.61451, -4.94229)
Si (1.35665, -0.61966, -2.39078)
C (0.05719, -1.72209, -3.41680)
C (-0.60477, -2.77258, -2.51622)
C (-1.04968, -0.78435, -3.90812)
C (0.63216, -2.47844, -4.61684)
C (2.95710, -1.69735, -1.89257)
C (3.95382, -1.94140, -3.02489)
C (2.52503, -3.06494, -1.37032)
C (3.69566, -0.99069, -0.75320)
H (1.21603, 2.93828, -3.96646)
H (0.41617, 2.20421, -2.56465)
H (0.01253, 1.68318, -4.18718)
H (3.36812, 2.56414, -3.32768)
H (4.04267, 0.98916, -2.99319)
H (3.02746, 1.76466, -1.78077)
H (2.70688, 1.50454, -5.42505)
H (1.42207, 0.30883, -5.50255)
H (3.04487, -0.17227, -5.00748)
H (-0.82901, -2.36927, -1.52320)
H (0.03699, -3.63949, -2.39793)
H (-1.53777, -3.12252, -2.95895)
H (-1.40261, -0.14000, -3.09873)
H (-1.89683, -1.35296, -4.29174)
H (-0.69087, -0.16349, -4.72147)
H (1.34254, -3.23676, -4.29610)
H (1.13251, -1.81495, -5.31275)
H (-0.17153, -2.98512, -5.15281)
H (3.47594, -2.41332, -3.87828)
H (4.74981, -2.59917, -2.67353)
H (4.41843, -1.01827, -3.35700)
H (2.11004, -3.66902, -2.16922)
H (1.78055, -2.96558, -0.57626)
H (3.37264, -3.61309, -0.95649)
H (4.16404, -0.07502, -1.09492)
H (4.48318, -1.63133, -0.35602)
H (3.02170, -0.73660, 0.07976)
N (-0.54381, 1.61370, -0.57805)
C (-1.30555, 2.69526, -0.42781)
C (-1.45587, 3.22871, 0.87043)
C (-2.18895, 4.37302, 1.08437)
C (-2.78433, 5.03039, 0.01945)
C (-2.64506, 4.52186, -1.26265)
C (-1.93067, 3.36704, -1.49280)
H (-0.94157, 2.73199, 1.68354)
H (-2.28729, 4.76283, 2.08731)
H (-3.34116, 5.93798, 0.19213)
H (-3.09368, 5.04335, -2.09398)
H (-1.83036, 2.97447, -2.49397)